# 1
C4H11N3O2 | the ωB97M-V functional and the def2-TZVPD basis

XYZ file:
```
20
Properties=species:S:1:pos:R:3
C -1.1278 2.8911 -1.3371
C -0.6179 1.7730 -1.8442
N 0.3448 0.9798 -1.2542
N 0.5897 1.1162 0.1388
N 0.4161 -0.3305 -1.7331
H -0.8608 3.2769 -0.3674
H -1.8263 3.4769 -1.9033
H -0.8926 1.4135 -2.8234
H -0.2879 1.2297 0.6524
H 1.1535 1.9488 0.2901
H -0.1959 -0.9660 -1.2150
H 1.3720 -0.6627 -1.6442
C 1.1591 -1.7307 1.5345
C -0.2742 -2.1430 1.4121
O -0.9106 -2.1610 0.3891
O -0.8105 -2.4892 2.5870
H 1.4839 -1.8002 2.5670
H 1.2537 -0.7048 1.1690
H 1.7714 -2.3711 0.9038
H -1.7397 -2.7467 2.4780
```

The calculation puts the energy above the lowest of the compared OMol25 structures with the same formula, charge and spin at 2.828 eV. As for the LUMO energy: 0.6433 eV. Its orbital gap is 8.8 eV. The calculation puts the total energy at -473.69883 Eh. The largest force on an atom comes out at 0.7 eV Å⁻¹. Its HOMO energy is -8.140 eV.

---

# 2
C35H85N3O9 | the ωB97M-V functional and the def2-TZVPD basis

XYZ file:
```
132
Properties=species:S:1:pos:R:3
C 1.3425 0.9069 -3.4732
C 1.4462 -0.4421 -4.2763
O 2.8376 -0.7139 -4.5081
H 1.5144 1.7349 -4.1609
H 2.0864 1.0612 -2.6916
H 0.3164 1.0081 -3.1197
H 0.8760 -0.3594 -5.2016
H 1.0461 -1.3249 -3.7777
H 2.8621 -1.1598 -5.3579
C -0.7060 1.0018 -1.7636
C 0.2519 0.4105 -0.6965
O 0.1692 1.1730 0.4294
H -0.3355 1.9245 -2.2102
H -1.6932 1.1324 -1.3202
H -0.8622 0.3872 -2.6501
H 1.2487 0.4213 -1.1374
H 0.0427 -0.6373 -0.4811
H 1.0142 1.4863 0.7602
C -1.2801 -1.4794 -2.6424
C -0.4013 -2.5542 -3.3129
O -0.1779 -3.6411 -2.4936
H -0.6897 -1.0052 -1.8584
H -2.1040 -2.0193 -2.1756
H -1.6255 -0.6456 -3.2536
H 0.5805 -2.1390 -3.5406
H -0.7651 -2.7597 -4.3196
H 0.2728 -4.3239 -2.9959
C 0.5475 0.9794 2.2441
C 0.7130 1.5904 3.5857
O 1.9043 0.9865 4.0684
H -0.4806 1.0992 1.9025
H 0.6997 -0.0980 2.3082
H 1.1960 1.4272 1.4911
H -0.2256 1.4241 4.1143
H 0.9972 2.6357 3.4645
H 1.6892 0.0605 4.2016
O -1.1147 0.6661 -3.9414
H -1.2948 1.2888 -4.6457
H -1.7614 0.8732 -3.2667
O 1.6129 2.1831 0.1647
H 2.3800 1.7534 0.5430
H 1.7902 2.2062 -0.7757
C 2.3302 -1.1436 0.0663
C 2.0914 -2.1099 -1.1203
C 3.3317 -2.9968 -1.4917
C 3.5940 -4.1297 -0.5135
C 2.4395 -5.0576 -0.3383
C 1.0677 -4.3285 -0.0298
N 0.9224 -3.1081 -0.9020
O -0.3848 -2.5720 -0.8720
C 0.0122 -5.4775 -0.3033
C 1.0882 -3.9406 1.4864
C 1.8454 -1.1351 -2.3783
H 3.0506 -1.4976 0.8037
H 1.3808 -0.9082 0.5473
H 2.6954 -0.1818 -0.2940
H 3.1529 -3.5035 -2.4401
H 4.2402 -2.3952 -1.4628
H 3.8901 -3.7040 0.4452
H 4.4668 -4.6586 -0.8962
H 2.6974 -5.7069 0.4984
H 2.3280 -5.6421 -1.2515
H 0.3593 -6.4837 -0.0685
H -0.9138 -5.3122 0.2473
H -0.2205 -5.6754 -1.3496
H 1.9411 -3.3924 1.8866
H 0.3296 -3.1641 1.5847
H 0.9348 -4.7237 2.2290
H 1.6405 -1.7181 -3.2762
H 2.7563 -0.5747 -2.5887
H 1.0824 -0.3623 -2.2848
H -0.7058 -2.8426 -1.7354
C -2.0892 -3.5782 -0.1963
C -2.3507 -3.0512 1.2723
C -0.9997 -2.7313 1.8768
C -0.5725 -1.3105 1.4885
C -1.4984 -0.3250 2.0365
C -3.0134 -0.5125 1.3956
N -3.2972 -1.9873 1.3832
O -4.4770 -2.1923 0.7094
C -3.9819 0.2943 2.2644
C -2.9392 0.0946 -0.0280
C -2.8886 -4.2426 2.0425
H -2.8633 -4.2357 -0.5920
H -1.1399 -4.0907 -0.3518
H -2.0806 -2.7663 -0.9235
H -0.9895 -2.8497 2.9603
H -0.2906 -3.4557 1.4762
H -0.5036 -1.1988 0.4064
H 0.4451 -1.1414 1.8405
H -1.0938 0.6278 1.6951
H -1.4365 -0.1838 3.1156
H -4.1849 -0.3789 3.0973
H -3.4617 1.1508 2.6934
H -4.8854 0.7277 1.8356
H -3.9333 0.0849 -0.4748
H -2.5310 1.1049 -0.0003
H -2.2862 -0.5244 -0.6433
H -2.5744 -4.1654 3.0834
H -2.7121 -5.2604 1.6944
H -3.9565 -4.3979 1.8889
H -5.0534 -2.6086 1.3544
C -1.8942 3.0760 1.6424
C -0.8887 4.1413 0.9608
C -1.6043 5.4515 0.8711
C -0.7043 6.5968 0.6237
C 0.4621 6.6070 1.5894
C 1.2523 5.3038 1.6211
N 0.3202 4.2051 1.8644
O 0.8984 2.9193 2.0186
C 2.1243 5.2038 0.3371
C 2.1764 5.4055 2.8580
C -0.6331 3.5795 -0.4729
H -1.5877 2.0354 1.5363
H -2.9217 3.1208 1.2813
H -1.9203 3.2096 2.7239
H -2.4510 5.4362 0.1849
H -2.0941 5.6721 1.8196
H -1.3956 7.4186 0.8099
H -0.3029 6.5263 -0.3873
H -0.0193 6.7823 2.5515
H 1.1682 7.4218 1.4291
H 3.0691 5.7260 0.4875
H 2.3734 4.1442 0.2799
H 1.7594 5.7142 -0.5542
H 1.7995 6.0070 3.6852
H 2.5561 4.4784 3.2874
H 3.1624 5.8008 2.6141
H -1.4963 3.4516 -1.1260
H -0.1561 2.5995 -0.4604
H 0.0521 4.2312 -1.0149
H 1.1701 2.7656 1.1108
```

The calculation puts the energy above the lowest of the compared OMol25 structures with the same formula, charge and spin at 54.022 eV. As for the LUMO energy: 0.0998 eV. Its orbital gap is 7.3 eV. The calculation puts the total energy at -2223.82732 Eh. The largest force on an atom comes out at 19.4 eV Å⁻¹. Its HOMO energy is -7.202 eV.

---

# 3
C3H2N2S2 | the ωB97M-V functional and the def2-TZVPD basis

XYZ file:
```
9
Properties=species:S:1:pos:R:3
C 0.0269 -1.3460 -0.8634
C -0.1655 0.9517 -1.3345
C -0.5854 -0.1665 -0.6177
N 0.4118 -2.4005 -0.9116
N 0.2123 1.8265 -1.9940
S -1.9088 0.0842 0.5060
S 1.8364 1.5264 1.4637
H -1.8593 -1.0402 1.3069
H 2.0316 0.5644 2.4445
```

The calculation puts the energy above the lowest of the compared OMol25 structures with the same formula, charge and spin at 3.114 eV. As for the LUMO energy (spin up / spin down): -2.4595 / -2.7257 eV. Its orbital gap (spin up / spin down) is 7.9 / 6.5 eV. The calculation puts the total energy at -1021.26528 Eh. The largest force on an atom comes out at 4.4 eV Å⁻¹. Its HOMO energy (spin up / spin down) is -10.360 / -9.224 eV.

---

# 4
C27H30BBr2F6N3O8 | the ωB97M-V functional and the def2-TZVPD basis

XYZ file:
```
77
Properties=species:S:1:pos:R:3
O 4.1988 3.8875 2.6378
C 4.2586 2.6579 2.0794
N 4.3567 1.5665 1.2496
C 2.9943 1.0027 0.8863
C 2.3451 1.4104 -0.4241
Br 3.2171 2.7010 -1.7062
C 0.8700 0.7836 -0.9030
O -0.0642 1.5275 -1.5145
C 0.6592 -0.8262 -0.4997
C -0.1172 -1.9202 -1.4483
C -0.7487 -1.4439 -2.9078
B -2.3910 -1.3483 -2.9268
O -3.0831 -2.0454 -4.0584
O -3.1813 -0.6248 -1.9114
C -0.2330 -3.4900 -0.8841
C -1.0678 -4.5827 -1.8335
C -0.2789 -4.9379 -3.2401
O -0.9866 -5.2094 -4.3671
Br 1.7186 -4.9345 -3.3675
C 0.4481 -3.9757 0.5640
C 0.3872 -5.5328 1.1145
C -1.1187 -6.0620 1.4881
F -1.2793 -7.3872 0.7803
C 1.2566 -2.8471 1.4970
C 1.9999 -3.2680 2.9316
C 0.8290 -3.5046 4.0799
C -0.4202 -2.4435 3.9909
C -1.3322 -2.3576 5.3661
F -2.3533 -1.2659 5.1511
F -2.0790 -3.6370 5.4878
C -0.4934 -1.9409 6.7116
F -1.2833 -0.8680 7.4196
F 0.8527 -1.3704 6.4593
F -0.4715 -3.1137 7.6603
C 1.3507 -1.2664 0.9583
C 2.1658 -0.0981 1.8351
O 2.1381 -0.0049 3.1669
H -0.3398 -0.3880 -3.2651
H -0.4147 -2.2028 -3.7661
H -3.3581 -2.9724 -3.7923
H -3.5913 -1.2529 -1.2461
H -2.1873 -4.2070 -2.0080
H -1.1917 -5.6251 -1.2662
H 1.0691 -5.7430 2.0431
H 0.8333 -6.1975 0.2292
H -1.9549 -5.3711 1.0463
H -1.2539 -6.3050 2.6398
H 2.8389 -2.5185 3.2535
H 2.5380 -4.3268 2.8144
H 0.3859 -4.6022 3.9705
H 1.3922 -3.4905 5.1176
H -1.1719 -2.7943 3.1329
H -0.1020 -1.3509 3.7099
C -2.2394 3.4799 -3.4891
N -1.1368 3.9994 -4.2707
C -1.4256 4.7348 -5.4844
C 0.1770 3.8157 -3.8954
O 1.1545 4.2268 -4.5079
H -2.8190 2.7909 -4.1099
H -2.8733 4.3137 -3.1743
H -1.8790 2.9489 -2.6038
H -0.9522 4.2267 -6.3298
H -1.0061 5.7418 -5.3989
H -2.5045 4.7983 -5.6504
H 0.2826 3.2440 -2.9588
C 1.1880 5.7063 0.8678
N 0.7537 6.6220 -0.1662
C 0.0535 6.0940 -1.3186
C 0.9861 7.9786 -0.0872
O 0.6473 8.8069 -0.9233
H 1.8720 4.9749 0.4280
H 0.3127 5.1927 1.2756
H 1.7007 6.2374 1.6746
H 0.6169 6.3436 -2.2227
H -0.9345 6.5603 -1.3793
H -0.0557 5.0089 -1.2407
H 1.5250 8.2719 0.8287
```

As for the LUMO energy: -2.6748 eV. Its orbital gap is 6.4 eV. The calculation puts the total energy at -7584.42348 Eh. The largest force on an atom comes out at 11.4 eV Å⁻¹. Its HOMO energy is -9.074 eV.

---

# 5
C4H14N4 | the ωB97M-V functional and the def2-TZVPD basis

XYZ file:
```
22
Properties=species:S:1:pos:R:3
C 1.4938 -0.3731 -0.4820
C 1.9311 -0.2214 0.9756
N 0.4288 0.5466 -0.8140
N 1.0878 -1.7809 -0.7025
H 2.3682 -0.1171 -1.1092
H 1.8877 -2.4023 -0.6227
H 0.3522 0.6408 -1.8222
H -0.0486 1.7730 0.2669
H 0.7186 -1.8851 -1.6420
H 1.1114 -0.4751 1.6506
H 2.7620 -0.8903 1.2074
H 2.2491 0.8041 1.1691
C -1.7248 -0.8091 0.3905
C -1.4306 0.4644 -0.3482
N -1.0069 1.6838 0.7647
N -2.1898 0.8468 -1.3032
H -0.9169 1.3753 1.7288
H -1.6775 2.4423 0.6806
H -1.9732 1.7716 -1.6676
H -2.6760 -0.7076 0.9206
H -1.8140 -1.6194 -0.3284
H -0.9323 -1.0672 1.0871
```

The calculation puts the energy above the lowest of the compared OMol25 structures with the same formula, charge and spin at 2.921 eV. As for the LUMO energy: 0.7985 eV. Its orbital gap is 8.4 eV. The calculation puts the total energy at -379.72647 Eh. The largest force on an atom comes out at 1.0 eV Å⁻¹. Its HOMO energy is -7.625 eV.

---

# 6
C4H3NO | the ωB97M-V functional and the def2-TZVPD basis

XYZ file:
```
9
Properties=species:S:1:pos:R:3
C 2.1068 0.1308 -0.2527
C 0.9126 -0.0075 -0.2801
C -0.5510 -0.1813 -0.3395
O -1.2519 0.9929 -0.6609
C -1.0447 -0.7625 0.9366
N -1.4558 -1.1782 1.9334
H 3.1693 0.2445 -0.2272
H -0.7876 -0.8923 -1.1383
H -1.0870 1.6450 0.0344
```

The calculation puts the energy above the lowest of the compared OMol25 structures with the same formula, charge and spin at 1.494 eV. As for the LUMO energy: 0.5645 eV. Its orbital gap is 11.7 eV. The calculation puts the total energy at -284.11820 Eh. The largest force on an atom comes out at 1.1 eV Å⁻¹. Its HOMO energy is -11.124 eV.